{
  "formula": "C7H12N2O2",
  "method": "ωB97M-V/def2-TZVPD",
  "species": ["C", "C", "C", "C", "C", "C", "C", "H", "H", "H", "H", "H", "H", "H", "H", "H", "H", "H", "H", "N", "N", "O", "O"],
  "positions_angstrom": [[2.229, -0.737, -0.213], [0.996, -0.275, -0.404], [-0.207, -1.233, -0.763], [-1.252, -1.435, 0.327], [-1.695, -0.219, 1.072], [-1.886, 1.083, 0.317], [-0.606, 1.557, -0.530], [2.505, -1.688, -0.513], [-0.711, -0.852, -1.669], [0.212, -2.167, -1.109], [-2.173, -1.777, -0.214], [-0.931, -2.135, 1.077], [-1.006, -0.067, 1.919], [-2.719, -0.454, 1.482], [-2.684, 1.138, -0.441], [-2.125, 1.840, 1.120], [-0.565, 2.685, -0.481], [-0.845, 1.288, -1.641], [1.517, 1.586, -0.096], [3.393, 0.066, 0.198], [0.690, 1.013, -0.246], [3.404, 1.294, 0.356], [4.458, -0.510, 0.454]],
  "e_lumo_ev": 0.323,
  "total_charge": 0,
  "gap_ev": 9.08,
  "multiplicity": 1,
  "energy_ha": -533.7921
}